Record 1
Computed, not measured: a molecular structure, C49H43N9O2Rb, with wB97M-V/def2-TZVPD.

Calculated values
E_tot (hartree): -2560.4233
Maximum force (eV/A): 0.952
E_HOMO (eV): -2.93
Gap between HOMO and LUMO (Ha): 0.16728

ORCA input file:
```
! wB97M-V def2-TZVPD RIJCOSX def2/J DEFGRID3
* xyz -1 1
H 3.21970 0.53744 -0.40047
N 0.47898 3.86941 -6.96162
H 1.29982 3.29182 -6.97764
H -2.09078 2.29857 -1.95898
H 2.52242 -3.08550 -3.94723
C -4.12437 -1.51146 2.73118
N -0.73275 2.66687 0.95001
C 0.11032 -2.83167 2.43368
C 3.12152 1.06002 0.55380
H 0.56057 -3.13928 6.82412
H -2.21078 4.60521 1.83705
N 0.76981 -1.67847 2.33217
C 0.63903 1.36007 -3.42812
H 1.86008 -0.25429 3.34073
H -4.97448 -2.14484 2.51597
H -4.52422 -1.09132 6.08719
Rb 0.14620 -0.10582 -0.07247
C 0.50593 5.76273 3.48202
C -1.98902 0.06136 3.23824
H 4.71168 1.15909 3.55032
C -3.40921 -1.56693 0.30727
C 0.21390 -7.05675 -4.10088
C 1.39702 4.76597 3.10414
C -0.05225 -3.52886 3.61528
C -1.77221 6.29440 -8.17356
C -1.32649 2.26256 -2.72732
C -0.80626 5.69355 3.03881
C 0.14112 -5.54557 -2.15010
H 1.47321 2.05485 -5.26250
N -0.32784 1.40496 -2.51860
O -6.39262 -4.15677 -0.84342
H 1.84528 -5.14980 -5.05897
H -6.40249 -2.87723 -2.47710
H -3.50143 -2.75488 -3.31224
C -2.47736 -1.65157 -1.78303
C -1.10235 5.31897 -7.43625
C -0.29311 3.65735 1.81664
C 0.60748 -5.85968 -3.44610
C -3.90530 -1.09953 4.04052
H -4.87029 -2.59650 5.23351
H -0.53521 -6.24072 -1.66313
C -1.21315 6.70080 -9.36925
H 1.44920 -2.05893 -0.46529
H 0.83572 6.58242 4.10869
H -0.32338 -4.36631 6.06565
C 2.98208 2.30887 3.00244
C 0.50232 -3.00278 4.78367
C -0.47579 3.88787 -5.97899
H -5.35880 -4.29470 -2.64960
H -0.59448 -4.46707 3.63220
C -1.19230 4.65258 2.21163
C -4.50209 -2.31083 -0.11600
C 1.41075 -3.43054 -2.10675
H -1.63298 -1.38561 -2.41329
N -2.19763 -0.33535 1.99079
H -5.30050 -2.58178 0.55797
H 4.87983 0.06669 1.32475
C 2.06002 1.96752 0.73908
N -0.11190 -8.02867 -4.64016
N -2.42019 -1.24008 -0.52055
N 0.40169 -3.67479 5.98876
C 1.47987 -4.93100 -4.06118
H -2.59516 0.05372 5.30181
H -2.70096 6.71332 -7.80813
C 0.10031 4.78500 -7.91813
H 2.45468 -1.56236 -1.94040
C 1.86094 -3.77850 -3.43803
C 0.51273 -4.39755 -1.51100
C 0.64590 2.14497 -4.57011
H -1.71159 7.45721 -9.96160
H 0.12430 -4.18942 -0.51906
N -1.43272 4.73700 -6.22480
H -2.23537 3.77187 -3.97259
C 2.04537 2.61349 1.99818
H -7.07811 -4.73643 -1.18721
C -3.51902 -2.41290 -2.28485
H 1.66621 -1.35657 5.55582
H -0.31767 -3.21951 1.51329
H -6.20799 -0.21206 4.59344
C -4.55846 -2.74658 -1.43210
H -1.12317 0.69720 3.39944
C 1.31266 -1.18775 3.44691
C -3.24937 -1.11473 1.72998
C 1.20396 -1.80102 4.68208
C -5.72344 -3.54843 -1.93914
C 3.99724 1.39258 2.76840
C 1.76145 -2.25856 -1.48001
C -1.41142 3.08542 -3.83566
H -1.69904 2.39325 1.03692
C 4.08087 0.77559 1.52382
H 0.40113 6.49847 -10.77877
H -1.52463 6.45476 3.31992
C 1.03784 3.68465 2.29776
C -0.40255 3.02657 -4.78773
H 2.91190 2.77354 3.98367
C 0.67189 5.18728 -9.12090
O -6.20153 -1.13963 4.85247
H 2.42525 4.82938 3.44042
C -4.85659 -1.51121 5.13384
C -2.81157 -0.29351 4.29892
H -0.05817 1.92556 0.80427
H 1.60190 4.76695 -9.48138
H 1.44963 0.66545 -3.23392
C -0.00665 6.15444 -9.83703
*
```


Record 2
Computed, not measured: 3 unconnected molecules or ions with the total composition C34H59ClN2O6 in a non-equilibrium geometry, with wB97M-V/def2-TZVPD.

Calculated values
E_tot (hartree): -2352.0150
Maximum force (eV/A): 2.236
E_HOMO (eV): -8.82
Gap between HOMO and LUMO (Ha): 0.31737

ORCA input file:
```
! wB97M-V def2-TZVPD RIJCOSX def2/J DEFGRID3
* xyz 0 1
H -3.86651 4.94341 -3.83500
O 0.79361 -0.06799 4.97274
H -1.40591 0.64705 -4.91919
H 0.48300 -1.55199 7.25964
N 4.75231 1.00812 0.26419
H 0.94421 -2.72598 -3.40175
O 1.82343 -1.13443 3.34515
C 1.27075 -1.91895 0.42970
C -0.42518 -1.21864 -2.83573
H -2.27057 2.95901 -4.52805
O 1.77993 -6.29023 1.58380
H 0.83699 -4.17996 -1.55280
H 4.01325 0.49469 0.73488
C -3.40017 2.50756 2.90802
H 4.34265 3.30412 -1.49396
H 0.35261 2.17398 -5.23504
C -3.00134 4.03265 -2.06853
C -0.70431 3.97011 -1.27961
H -0.17031 1.26481 0.95338
H -0.46870 1.08808 6.04052
H -5.73139 5.63356 -2.35323
C -4.12440 4.22012 -3.06348
H -7.05269 4.11385 -1.60827
H -1.27580 3.72198 -5.74751
C 1.04454 -1.18329 4.25950
H -3.79352 2.02492 3.80115
C 0.19004 -3.29535 -1.50315
C 4.54491 2.45195 0.49397
C -0.90779 0.99827 -4.00523
H 2.56299 -8.22124 1.66273
C 0.09678 1.79787 0.04601
O 0.20579 4.70829 -1.11344
H -2.79749 3.34432 3.26882
N -6.21491 3.69231 -2.00740
H -0.82557 -2.40671 0.26240
C -5.45314 4.57668 -2.44684
Cl -2.77618 -0.14175 2.88108
C -2.45293 1.52499 2.18390
C -1.29569 3.42606 -4.69770
H 5.54155 2.90174 0.55391
H 1.45940 -8.37383 -0.06519
H -0.20082 -7.96883 -0.42794
O -0.23487 -5.76653 0.87821
C -1.73973 4.22393 -2.36371
H 0.25056 1.10177 -0.78006
H -1.91233 5.45024 -4.14488
C 0.14391 -0.06164 -3.64990
H 4.08717 2.60296 1.47200
H 3.50325 -7.04631 -0.41190
H 1.30580 -1.03060 -0.20884
H -4.23334 2.82198 2.28591
H -1.15101 -0.46315 5.61337
H 4.78709 -7.54371 0.69911
C -0.25613 2.34745 -4.34209
C 2.39829 2.42234 -0.93158
H 0.65769 -0.45704 -4.52961
C 0.40764 -2.48848 4.67212
C -2.23526 2.57857 -0.12494
H 1.04799 -1.57478 1.44209
C -0.23875 0.02636 5.95850
H 0.40432 2.62931 -3.51619
H 2.66578 1.40039 -1.20986
C -0.97593 2.75433 -0.41637
H 0.20863 -3.07049 3.77345
C -1.27565 4.66388 -3.74235
H 1.12035 0.04002 7.62541
C 0.67918 -2.22142 -2.46220
H 1.10768 -7.08137 -1.23266
C 0.79336 -7.54632 -0.29872
C 1.49132 2.45120 0.29184
H 2.24397 -2.41563 0.44245
C 2.89532 -7.18175 1.66619
C -2.77420 1.41950 0.69415
C 3.91747 -6.89544 0.58543
H -0.24557 5.02255 -3.69434
H 0.89477 0.46275 -3.04455
H 3.34171 -7.00234 2.64339
H 4.24402 -5.85653 0.64180
H -4.25489 3.25782 -3.57096
H -1.68715 1.07843 -3.23993
H 1.96740 2.96350 -1.77674
H 1.59282 -1.71904 -2.13836
C -3.24903 3.56965 -0.65210
H -1.11418 -1.77867 -3.47900
O -4.13573 3.96881 0.02372
C 0.22535 -0.49354 7.30356
H -0.97310 -0.89680 -1.94617
H 1.97829 1.83731 1.05565
C 0.72115 -6.48725 0.77555
C 0.13355 -2.85413 -0.02063
H 0.21666 -3.76558 0.58025
H -0.80713 -3.66404 -1.76514
H 4.68239 0.80670 -0.72710
H -0.54160 -2.37689 5.19098
H 3.50941 4.15774 -0.21366
C 3.71472 3.15606 -0.60955
H -3.85163 1.37806 0.52467
H -2.38417 0.49799 0.25314
H 1.10442 -3.03682 5.30524
H -1.40846 1.73757 2.37845
H -0.55317 -0.35922 8.05547
H 1.36608 3.45499 0.69548
*
```